Record 1
Here is C21H55B2N6O13P3SSi2 as an isolated structure from the OMol25 dataset. Energies are from ωB97M-V/def2-TZVPD.

For the frontier orbital gap, the calculation gives 0.3135 Eh. As for the HOMO energy: -0.309 Eh. The LUMO energy is 0.0047 hartree.

Element x y z (Å)
S1 -6.1634 3.4409 0.2701
P1 0.9048 0.1379 -1.5610
P2 -4.4919 5.1120 -3.4312
P3 -3.2819 3.2892 -3.4535
Si1 -4.4438 1.5876 -2.6069
Si2 -3.1391 -0.0944 -4.5334
O1 0.0022 -4.7877 7.2713
O2 6.0608 1.5378 -4.4795
O3 -4.5175 0.2112 -3.5896
O4 -3.5170 6.3409 -3.9514
O5 0.2769 1.4034 -1.1453
O6 -5.6816 5.0623 -4.5626
O7 -3.9375 -0.3373 -0.4970
O8 2.1724 -0.0985 -0.5275
O9 -2.3442 -2.8222 -5.4498
O10 -4.9798 5.4445 -2.0954
O11 1.7087 -0.0528 5.3688
O12 -4.4814 2.0354 2.5865
O13 1.5343 0.2042 -3.0694
N1 -2.8122 1.8640 -0.0402
N2 6.5751 -0.6535 -4.1350
N3 2.9163 0.9858 3.7428
N4 -6.0872 2.2375 -2.2054
N5 -4.1696 0.4788 4.2168
N6 0.9469 -3.2160 8.6235
C1 4.0552 1.8112 3.3919
C2 -4.3326 1.7347 3.7578
C3 1.3754 -2.3952 7.5013
C4 2.0318 0.5189 2.6893
C5 -6.0461 2.5966 -1.0603
C6 -3.9969 0.1899 5.6275
C7 0.2826 -4.3650 8.3765
C8 1.2454 -2.7764 9.9708
C9 2.6494 0.6360 5.0166
C10 7.3716 -0.3574 -2.9572
C11 -4.1669 -0.6186 3.2654
C12 2.0229 1.5203 -3.4084
C13 -0.3889 -1.1608 -1.4596
C14 2.4429 -1.4855 -0.2626
C15 -1.4989 0.0095 -3.5875
C16 -1.3076 -1.2996 -2.7284
C17 -4.7747 -2.2742 -6.0883
C18 5.9836 0.3658 -4.7939
C19 3.1583 -2.2186 -1.4477
C20 3.4293 1.8344 -2.7886
C21 6.4394 -2.0308 -4.5663
B1 -3.3856 -1.8707 -5.4013
B2 -3.6484 1.0001 -0.8699
H1 8.1862 0.3156 -3.2294
H2 0.8650 -3.4886 10.7017
H3 3.1800 -1.4955 0.5672
H4 3.4140 2.7053 -2.1119
H5 -0.8594 -2.0646 -3.3871
H6 -4.6002 -3.0721 -6.8394
H7 4.7051 1.2596 2.7089
H8 4.6224 2.0827 4.2810
H9 -4.3195 2.4939 4.5568
H10 -1.3593 0.9574 -3.0278
H11 4.2390 -1.9794 -1.3596
H12 0.0045 -4.9095 9.2957
H13 6.7473 0.1389 -2.2119
H14 1.5721 -2.0498 0.1238
H15 2.8293 -1.8599 -2.4390
H16 2.3275 -2.6862 10.0910
H17 -5.4293 -2.7128 -5.3029
H18 -2.7047 -3.6322 -5.0490
H19 3.0547 -3.3162 -1.3959
H20 -4.8011 -0.4685 5.9628
H21 0.7804 -1.8035 10.1457
H22 0.5046 -2.0998 6.9168
H23 -3.0360 -0.3060 5.7802
H24 0.0152 -2.1748 -1.2539
H25 -2.6285 6.2346 -3.5730
H26 -0.6992 -0.0015 -4.3622
H27 -3.3603 -0.4712 2.5447
H28 2.3703 0.8784 1.7205
H29 -4.0206 1.1070 6.2138
H30 -4.0259 -1.5652 3.7832
H31 5.4028 0.0346 -5.6715
H32 -3.3325 2.1397 0.8042
H33 1.2994 2.3335 -3.2316
H34 -5.1146 -0.6339 2.7248
H35 1.8936 -1.5073 7.8548
H36 4.1359 2.1025 -3.6182
H37 5.9796 -2.6170 -3.7671
H38 -2.0217 1.3259 0.3353
H39 3.3791 1.0399 5.7390
H40 7.4272 -2.4389 -4.7912
H41 2.1902 1.5011 -4.5053
H42 -5.2628 -1.4110 -6.5794
H43 3.7046 2.7212 2.9009
H44 2.0164 -0.5731 2.6908
H45 -5.2520 5.1001 -5.4367
H46 -3.1209 -0.7733 -0.2031
H47 -3.0671 0.8994 -5.6362
H48 1.0206 0.8818 2.8802
H49 2.0409 -2.9773 6.8621
H50 5.8170 -2.0954 -5.4573
H51 -2.3202 -1.6053 -2.3877
H52 3.8684 0.9347 -2.3157
H53 7.7806 -1.2749 -2.5388
H54 -1.0171 -0.9143 -0.5832
H55 -3.0124 3.1157 -4.8424

Forces on the atoms, in the same order (eV/Å):
S 0.219 -1.078 -0.295
P -0.031 1.719 0.464
P -0.557 1.149 -0.185
P 1.130 0.944 -0.366
Si -1.864 -1.030 -0.219
Si 0.069 0.272 -0.062
O 0.053 0.096 -0.016
O 0.230 -0.127 -0.008
O 1.008 1.323 -0.070
O -0.272 -1.488 -0.438
O 0.057 0.023 -0.228
O 1.684 0.271 0.399
O 0.918 0.506 -1.199
O -1.427 -1.503 -1.084
O -0.728 0.558 1.131
O -0.274 -0.646 0.052
O 0.014 -0.001 -0.073
O 0.146 -0.151 0.132
O -0.733 -0.315 1.573
N 0.089 -0.718 0.026
N -0.174 -0.041 -0.179
N 0.133 0.024 0.259
N 1.575 -1.688 -1.323
N -0.001 0.173 0.152
N -0.068 -0.198 0.189
C -0.235 -0.117 -0.159
C 0.010 0.032 0.014
C -0.173 -0.257 -0.066
C -0.071 -0.036 0.199
C -1.471 2.660 1.523
C 0.002 -0.189 -0.251
C 0.014 0.025 0.035
C 0.041 0.093 -0.309
C 0.021 0.038 -0.034
C -0.101 0.237 -0.094
C -0.071 0.204 -0.122
C 1.575 0.860 -1.137
C 0.140 -1.279 -0.469
C 1.557 -1.016 0.396
C 0.176 -0.473 -0.138
C 0.207 0.992 0.006
C 0.494 -0.244 0.187
C 0.021 -0.015 -0.076
C 0.235 0.503 0.265
C 0.129 0.231 -0.904
C 0.153 0.147 0.239
B -0.266 -1.179 -0.860
B 0.286 -0.525 1.387
H 0.009 -0.002 0.135
H -0.011 -0.016 -0.070
H -0.560 0.177 -0.318
H -0.111 -0.651 0.033
H -0.527 0.280 0.332
H -0.129 0.413 0.310
H 0.089 0.139 -0.006
H -0.064 -0.047 0.014
H -0.008 -0.026 0.027
H -0.115 -0.514 -0.032
H -0.560 -0.172 -0.246
H 0.021 0.037 0.038
H 0.120 0.018 0.053
H 0.199 0.541 -0.395
H -0.034 -0.224 0.464
H -0.034 0.055 0.161
H 0.046 0.445 -0.430
H 0.271 -0.126 -0.777
H -0.086 0.489 0.084
H 0.071 0.009 0.142
H 0.075 -0.005 0.154
H 0.150 0.095 -0.100
H -0.039 0.000 0.154
H -0.126 0.598 -0.105
H -0.280 0.116 -0.036
H -0.514 0.224 0.340
H -0.065 -0.090 -0.054
H 0.014 0.042 0.072
H -0.009 0.012 -0.083
H 0.011 0.083 0.068
H 0.011 -0.062 0.014
H -0.083 0.220 -0.321
H 0.078 -0.695 0.340
H 0.087 -0.074 -0.092
H -0.066 -0.038 0.040
H -0.732 -0.193 0.817
H 0.010 -0.131 -0.105
H -0.020 0.304 -0.147
H 0.026 0.025 -0.036
H -0.084 -0.142 -0.037
H -0.390 -0.322 0.576
H -0.011 -0.477 0.429
H 0.158 0.029 -0.021
H -0.105 0.022 -0.064
H -0.411 -0.030 0.163
H -0.513 0.148 0.551
H -0.059 0.141 0.029
H -0.021 -0.080 -0.124
H -0.021 0.124 -0.085
H 0.010 0.072 0.030
H 0.719 -0.269 -0.053
H -0.364 0.564 -0.017
H -0.054 -0.016 -0.085
H 0.653 0.291 -0.285
H -0.489 -0.072 0.293

***

Record 2
Here is C33H26Cl3CuN6OS as an isolated structure from the OMol25 dataset. Energies are from ωB97M-V/def2-TZVPD.

For the frontier orbital gap, the calculation gives 0.2409 Eh. As for the HOMO energy: -0.240 Eh. The LUMO energy is 0.0006 hartree. Its energy above the lowest of the compared OMol25 structures with the same formula, charge and spin is 72.1 kJ/mol.

Element x y z (Å)
Cu1 -1.0876 -1.0769 -1.7330
Cl1 3.3406 4.7579 1.6971
Cl2 5.9099 -0.6596 4.7396
Cl3 -1.7041 4.0025 3.3722
S1 5.1304 -3.4301 4.0257
O1 3.5183 0.3259 1.6450
N1 -3.0222 -0.5259 -1.8903
N2 -1.8242 -1.9449 -0.0340
N3 0.3215 0.4198 -1.3829
N4 2.1250 1.5325 -0.7899
N5 -2.2785 -1.2923 0.9461
N6 -0.0476 -2.8230 -1.0344
C1 -5.0772 -0.2554 -4.9627
C2 -3.5848 -0.0007 -0.7988
C3 -0.0779 1.9703 2.6326
C4 4.8561 -0.1666 1.7093
C5 -0.5565 -3.7576 1.1254
C6 -3.8282 0.2946 1.6715
C7 -5.1715 1.5991 0.2027
C8 5.2793 -1.7821 3.6013
C9 2.0430 3.6493 2.0783
C10 4.3698 -2.7042 1.7042
C11 0.0368 1.7701 -1.3784
C12 3.4372 1.8519 -0.2455
C13 -4.6072 1.0215 -0.8899
C14 1.5838 0.3141 -1.0324
C15 -3.2240 -0.3701 0.5685
C16 2.2088 2.2851 1.8888
C17 0.4212 -4.7145 0.9393
C18 4.4737 -3.8044 2.4916
C19 -0.7761 -2.8482 0.0980
C20 1.1388 2.4689 -1.0133
C21 0.9069 -3.7473 -1.1824
C22 -4.7849 1.2454 1.5228
C23 -4.6496 -0.6225 -3.6950
C24 -4.3342 0.6368 -5.7266
C25 3.4582 1.6941 1.2801
C26 1.1269 1.4583 2.1811
C27 -2.7307 0.7938 -3.9324
C28 -3.1560 1.1556 -5.2045
C29 0.8539 4.1895 2.5415
C30 -0.2008 3.3373 2.8099
C31 -3.4754 -0.0956 -3.1596
C32 1.1653 -4.7224 -0.2360
C33 4.8432 -1.5153 2.3408
H1 -4.6650 0.9164 -6.7181
H2 3.9633 -2.7263 0.7003
H3 1.4704 -3.7042 -2.1071
H4 2.1259 -0.6101 -0.8930
H5 -5.9328 2.3582 0.0576
H6 -0.9522 2.1392 -1.6001
H7 4.3431 2.2150 1.6567
H8 -0.9173 1.3176 2.8324
H9 -1.1707 -3.7157 2.0147
H10 -3.4929 -0.0150 2.6549
H11 -4.9193 1.3330 -1.8760
H12 4.1970 -4.8208 2.2584
H13 -5.2227 -1.3218 -3.0976
H14 5.4704 0.5145 2.3026
H15 -5.9957 -0.6738 -5.3579
H16 4.2005 1.2275 -0.7072
H17 1.3106 3.5230 -0.8629
H18 -5.2395 1.7214 2.3812
H19 0.5950 -5.4651 1.7016
H20 3.6483 2.8875 -0.5059
H21 1.9208 -5.4738 -0.4211
H22 -1.8030 1.1870 -3.5341
H23 5.2926 -0.2237 0.7054
H24 0.7524 5.2565 2.6808
H25 1.2327 0.3916 2.0323
H26 -2.5613 1.8475 -5.7896

Forces on the atoms, in the same order (eV/Å):
Cu 0.303 0.616 -0.507
Cl -0.030 -0.070 0.004
Cl -0.009 -0.015 -0.038
Cl 0.102 -0.043 -0.038
S 0.052 -0.129 0.097
O 0.226 0.043 -0.042
N -0.006 0.286 -0.092
N 0.291 -0.464 0.020
N 0.002 0.157 -0.260
N 0.194 0.073 -0.274
N -0.283 0.257 -0.021
N 0.171 -0.632 0.192
C 0.027 -0.008 0.038
C -0.195 -0.047 0.203
C 0.022 -0.098 -0.012
C -0.140 0.029 -0.006
C 0.018 -0.052 0.114
C 0.140 -0.139 -0.107
C -0.015 0.017 0.237
C 0.000 0.098 0.092
C 0.019 0.070 -0.016
C 0.006 0.033 -0.040
C -0.267 -0.190 0.038
C -0.297 0.015 -0.039
C 0.239 -0.183 0.008
C 0.001 0.166 0.281
C -0.045 0.109 0.200
C -0.039 -0.072 0.042
C -0.025 -0.019 0.152
C -0.086 -0.044 -0.047
C -0.216 -0.029 0.038
C 0.143 -0.085 0.080
C -0.026 0.223 -0.006
C -0.133 0.137 -0.164
C -0.120 0.012 -0.081
C 0.050 0.000 0.054
C -0.072 -0.090 0.152
C -0.065 -0.024 0.005
C 0.004 -0.023 -0.071
C -0.034 -0.038 0.033
C 0.041 0.076 -0.007
C -0.112 0.055 0.033
C -0.027 -0.023 0.110
C 0.043 0.060 -0.033
C -0.034 -0.093 -0.153
H 0.002 0.007 0.000
H 0.038 0.017 0.061
H -0.003 -0.009 -0.015
H -0.026 0.083 -0.065
H 0.021 -0.018 0.004
H 0.053 -0.045 -0.032
H 0.020 0.046 0.054
H 0.017 -0.003 -0.025
H 0.013 -0.004 -0.024
H 0.001 -0.013 -0.019
H -0.013 0.012 -0.007
H -0.006 0.050 -0.003
H 0.011 0.011 -0.014
H 0.023 0.039 0.028
H 0.030 0.011 0.006
H -0.025 -0.074 -0.008
H 0.000 -0.084 -0.043
H 0.006 0.009 -0.031
H 0.015 0.034 -0.020
H 0.039 0.014 -0.015
H -0.011 0.013 -0.002
H 0.008 0.005 -0.001
H -0.008 -0.022 -0.035
H 0.012 -0.017 0.001
H -0.017 0.034 0.028
H -0.016 -0.015 0.012

***

Record 3
Here is C17H21BN6Ti as an isolated structure from the OMol25 dataset. Energies are from ωB97M-V/def2-TZVPD.

For the frontier orbital gap (spin up / spin down), the calculation gives 0.2518 / 0.2291 Eh. The multiplicity is 3. As for the HOMO energy (spin up / spin down): -0.227 / -0.281 Eh. The expectation value of S² is 2.0143. The LUMO energy (spin up / spin down) is 0.0252 / -0.0520 hartree.

Element x y z (Å)
Ti1 -0.1608 0.6907 -0.5693
N1 -1.6495 0.6874 -1.6448
N2 -1.8127 -1.9098 0.0171
N3 -0.5009 -1.5471 -0.2567
N4 -2.7838 -0.0114 -1.3230
N5 -2.6530 0.1710 1.1694
N6 -1.5104 0.9542 1.1724
C1 -1.9103 -3.2461 0.1519
C2 -3.5626 0.1053 -2.3783
C3 -0.6238 -3.7972 0.0175
C4 0.2409 -2.6781 -0.2100
C5 1.4183 0.1893 1.1993
C6 3.1927 -0.2797 -0.5277
C7 0.5958 2.6022 -0.7829
C8 2.8091 0.0737 0.7861
C9 5.1679 0.2585 1.3687
C10 -2.8228 1.4743 2.9615
C11 5.5227 -0.0132 0.0355
C12 -1.7022 1.2221 -2.8877
C13 -1.6171 1.7495 2.2646
C14 -3.4393 0.4726 2.2235
C15 3.8333 0.3277 1.7419
C16 4.5279 -0.2662 -0.9171
C17 -2.9391 0.8667 -3.3789
B1 -2.9248 -0.8090 0.0100
H1 1.2240 1.0066 1.9118
H2 -0.8659 1.7761 -3.2626
H3 -0.0146 2.6786 -1.8417
H4 -2.8680 -3.7346 0.2303
H5 1.3089 -2.6675 -0.3048
H6 3.5344 0.5628 2.7682
H7 5.9420 0.4297 2.1205
H8 -4.0045 -1.3178 0.1437
H9 0.9762 0.0075 -1.5299
H10 -4.4232 0.0355 2.3251
H11 2.4399 -0.5608 -1.2729
H12 1.0071 -0.7415 1.6236
H13 -0.8825 2.4610 2.5790
H14 -0.3268 -4.8105 0.0286
H15 -3.3494 1.1177 -4.3172
H16 -3.2049 1.9652 3.8319
H17 1.7531 2.4225 -0.9236
H18 0.2181 2.9141 0.2178
H19 -4.5165 -0.3393 -2.3522
H20 6.5712 -0.0285 -0.2570
H21 4.7858 -0.4639 -1.9610

Forces on the atoms, in the same order (eV/Å):
Ti 2.943 0.178 3.764
N -2.234 -0.271 -1.939
N 0.958 0.043 -0.685
N -0.614 -1.184 0.884
N 1.257 1.373 -1.037
N 0.454 0.850 0.307
N -1.492 -0.133 1.385
C 1.340 -0.053 -0.474
C -0.257 0.394 -1.192
C -0.118 2.086 -0.097
C -2.564 -0.123 0.205
C 0.733 -0.691 2.232
C 0.306 -0.316 0.171
C 1.176 -1.220 -2.112
C 1.441 0.037 -0.710
C 0.209 -0.121 -0.288
C 0.576 -0.242 -0.966
C -0.270 0.103 0.101
C -1.521 -1.425 1.586
C -1.272 -1.320 -0.206
C 0.448 0.527 -0.326
C -0.693 0.068 -0.626
C 0.358 -0.040 0.669
C -0.715 -0.354 0.293
B 0.609 -0.271 0.151
H -0.057 -0.004 -0.582
H -0.020 -0.034 -0.278
H 1.644 0.779 3.092
H 0.007 0.084 0.221
H 0.178 0.169 -0.222
H 0.240 -0.011 -0.332
H -0.207 -0.041 -0.285
H 0.047 0.127 -0.194
H 0.193 -0.435 -1.149
H 0.237 -0.140 0.055
H 0.366 0.427 0.572
H -0.370 0.345 -0.759
H 0.436 0.156 -0.323
H 0.067 -0.777 0.132
H -0.415 0.161 -0.747
H -0.006 0.077 0.212
H -2.413 0.940 0.324
H 0.172 0.683 -1.112
H -0.928 -0.429 -0.224
H -0.194 0.041 0.102
H -0.035 -0.012 0.403

***

no.,maximum force (eV Å⁻¹)
1,3.40
2,0.85
3,4.78